Entry 1:
Formula: C24H46B3Cl20NO8
Source: the Open Molecules 2025 dataset
Level of theory: the ωB97M-V functional and the def2-TZVPD basis

Each line ends with the Löwdin charge.
Positions of all 102 atoms, in Å:
C  -5.95523  -1.06319  4.93807  0.062
C  -5.49242  -2.29170  5.09353  -0.090
C  -5.35647  -3.20752  3.92553  -0.542
O  -5.48812  -4.38542  4.05207  0.051
O  -5.12814  -2.61526  2.71363  -0.195
C  -3.79424  -2.07680  2.62759  -0.184
C  -3.59321  -1.54282  1.20977  -0.170
C  -2.96726  -0.15513  1.17170  -0.210
C  -2.79315  0.34104  -0.27535  -0.174
C  -1.46370  -0.13210  -0.90848  -0.240
C  -0.45435  1.00384  -1.20181  -0.041
B  0.74813  1.10123  -0.21388  -0.511
O  0.75028  0.42822  1.02672  0.255
B  1.66283  -0.60230  0.89146  -0.557
C  1.56130  -1.93695  1.72350  -0.084
O  2.82363  -2.56639  1.73207  -0.137
O  2.69668  -3.87257  2.30502  -0.018
O  2.66909  -0.41499  -0.04009  0.280
B  2.98855  0.95437  -0.19934  -0.482
C  4.49635  1.36209  -0.01976  0.064
C  4.87595  2.82093  0.20112  -0.429
O  6.02267  3.09970  0.51415  0.095
N  3.85853  3.83374  0.02422  -0.156
C  4.25206  4.68838  -1.12471  -0.094
C  3.85604  4.64267  1.26102  -0.109
O  1.92710  1.77284  -0.50197  0.319
H  -6.03415  -0.37224  5.76736  0.066
H  -6.25356  -0.70909  3.95899  0.078
H  -5.24669  -2.70055  6.06785  -0.019
H  -3.09778  -2.89709  2.83470  0.131
H  -3.61513  -1.31659  3.39205  0.110
H  -3.00280  -2.26823  0.64810  0.086
H  -4.58475  -1.48034  0.75578  0.124
H  -3.61036  0.55587  1.69856  0.118
H  -1.99240  -0.15667  1.66505  0.060
H  -3.64765  0.00837  -0.86822  0.110
H  -2.78629  1.43305  -0.25040  0.104
H  -1.04529  -0.89436  -0.24369  0.093
H  -1.68812  -0.64027  -1.84685  0.015
H  -0.98380  1.95895  -1.26505  0.117
H  -0.02854  0.82220  -2.19392  0.095
H  0.83598  -2.58568  1.20612  0.140
H  1.18173  -1.75837  2.73869  0.092
H  2.10868  -3.75477  3.06593  0.086
H  4.85687  0.82465  0.86341  0.134
H  5.08380  0.97492  -0.85720  0.136
H  3.45320  4.72634  -1.86996  -0.026
H  5.17342  4.35166  -1.60200  0.089
H  4.42392  5.71887  -0.80463  0.088
H  3.87110  3.99238  2.13625  0.093
H  4.73386  5.29581  1.32831  0.089
H  2.96841  5.27545  1.27870  -0.028
C  -2.87427  -3.19139  -3.67816  -0.993
Cl  -2.15721  -3.10551  -2.06423  0.556
Cl  -2.64533  -1.68979  -4.58236  0.512
H  -2.40373  -4.00276  -4.22047  0.006
H  -3.93806  -3.36526  -3.57029  0.025
C  -4.61558  -5.92159  0.32069  -0.982
Cl  -5.25494  -4.79679  1.52454  0.751
Cl  -4.09963  -7.46286  1.03999  0.492
H  -5.37545  -6.13805  -0.42178  0.021
H  -3.75173  -5.46583  -0.15054  0.003
C  2.25169  6.01647  -5.05064  -0.996
Cl  1.46601  7.22952  -4.03651  0.498
Cl  3.24626  4.90971  -4.09120  0.583
H  1.48644  5.44161  -5.55820  0.026
H  2.88760  6.52109  -5.76786  0.025
C  0.71295  6.41286  4.15938  -1.006
Cl  1.47714  6.35696  2.56401  0.582
Cl  1.81935  7.00005  5.40460  0.509
H  -0.14081  7.07797  4.11363  0.025
H  0.40202  5.40819  4.41880  -0.016
C  1.65379  -2.91507  -4.05433  -1.011
Cl  0.50693  -3.63517  -5.19285  0.515
Cl  0.87268  -1.80466  -2.92075  0.591
H  2.11926  -3.71156  -3.48894  0.002
H  2.39630  -2.36698  -4.62132  0.023
C  0.88306  0.78948  4.57872  -0.999
Cl  0.70722  2.50418  4.96861  0.536
Cl  -0.62361  0.07953  3.99075  0.581
H  1.63263  0.68858  3.80191  0.019
H  1.18671  0.26379  5.47587  0.030
C  -2.51332  7.83285  -2.59365  -1.024
Cl  -2.08147  7.75077  -4.30500  0.487
Cl  -1.18590  8.44447  -1.59879  0.494
H  -3.36038  8.49891  -2.48456  0.022
H  -2.76456  6.83506  -2.25523  0.023
C  3.36892  -5.57265  -6.81829  -1.012
Cl  3.98843  -5.10009  -5.22781  0.523
Cl  3.01638  -4.17862  -7.83569  0.481
H  4.12116  -6.17712  -7.31228  0.009
H  2.45550  -6.13774  -6.67632  0.022
C  -4.73579  -2.50972  9.70475  -1.000
Cl  -5.46315  -0.90072  9.64618  0.507
Cl  -4.77684  -3.31112  8.12727  0.588
H  -3.70188  -2.41126  10.01178  0.025
H  -5.29029  -3.11562  10.41072  0.025
C  7.20523  -4.16573  -8.44738  -1.011
Cl  5.97750  -4.86312  -9.51676  0.498
Cl  6.52839  -3.01846  -7.29022  0.502
H  7.67735  -4.97155  -7.89867  0.025
H  7.93051  -3.64545  -9.06082  0.022

Results
Energy above the lowest of the compared OMol25 structures with the same formula, charge and spin = 0.0 kcal/mol
HOMO-LUMO gap = 9.030 eV
Net charge = 0

Entry 2:
Formula: C24H46Cl18O5S
Source: the Open Molecules 2025 dataset
Level of theory: the ωB97M-V functional and the def2-TZVPD basis

Each line ends with the Löwdin charge.
Positions of all 94 atoms, in Å:
C  5.18421  -4.28752  1.59933  0.033
C  4.28170  -3.52204  0.67606  -0.509
O  4.43881  -3.47132  -0.52824  0.090
O  3.25018  -2.85778  1.28931  -0.029
C  3.55282  -1.43920  1.36862  -0.180
C  2.63815  -0.67570  0.42376  -0.119
C  1.14563  -0.85719  0.73355  -0.211
O  0.95085  -1.06413  2.14187  -0.335
S  -0.50904  -0.76202  2.77348  0.972
O  -0.96394  0.49846  2.22220  -0.427
O  -1.42590  -1.94061  2.03117  -0.360
C  -2.13679  -1.64364  0.84450  -0.768
Cl  -3.69637  -0.90749  1.26039  0.647
C  -2.22396  -2.99088  0.05028  -0.703
C  -1.41869  -2.90062  -1.25234  -0.114
Cl  -3.87828  -3.52652  -0.35728  0.597
H  6.19314  -4.25485  1.18619  0.072
H  5.17484  -3.84514  2.59600  0.092
H  4.81997  -5.31613  1.65706  0.099
H  3.40828  -1.09526  2.39296  0.129
H  4.58391  -1.27223  1.05116  0.032
H  2.89030  0.38881  0.41372  0.125
H  2.80459  -1.07544  -0.58168  0.123
H  0.61594  0.03507  0.39065  0.117
H  0.76267  -1.70962  0.17289  0.104
H  -1.63378  -0.91877  0.21243  0.077
H  -1.81821  -3.78003  0.68069  0.067
H  -1.81709  -3.59692  -1.98891  0.066
H  -1.42553  -1.89553  -1.67949  0.080
H  -0.37602  -3.18081  -1.07166  0.076
Cl  -2.69760  -6.52023  0.71124  0.550
C  -3.76161  -6.36703  2.13022  -0.660
C  -4.69394  -7.54211  2.27063  -0.666
Cl  -5.91015  -7.59342  0.96916  0.539
H  -4.31013  -5.43247  2.02910  0.053
H  -3.11845  -6.30359  3.00681  0.074
H  -5.23655  -7.46467  3.21147  0.072
H  -4.15052  -8.48350  2.25579  0.066
Cl  -1.61056  1.81989  -3.05514  0.552
C  -2.01513  3.24911  -2.06106  -0.684
C  -3.05499  2.93396  -1.01822  -0.700
Cl  -4.64386  2.57318  -1.75335  0.538
H  -2.35542  4.03097  -2.73386  0.037
H  -1.09244  3.57672  -1.58782  0.033
H  -3.19533  3.79166  -0.36999  0.023
H  -2.76815  2.07978  -0.40936  0.052
Cl  1.32808  3.31487  -5.38708  0.524
C  -0.06934  2.78518  -6.35927  -0.676
C  -0.42168  3.77988  -7.43439  -0.667
Cl  -1.06522  5.29735  -6.75647  0.536
H  -0.90126  2.62382  -5.67826  0.018
H  0.20075  1.83311  -6.81376  0.073
H  -1.19678  3.36239  -8.07519  0.072
H  0.44247  4.02802  -8.04560  0.065
Cl  -0.97595  4.34370  1.03892  0.619
C  -0.94699  4.57105  2.81129  -0.633
C  -2.13524  5.36877  3.28324  -0.676
Cl  -2.07119  7.07197  2.74029  0.557
H  -0.00677  5.04891  3.07484  0.074
H  -0.97419  3.57915  3.25807  0.046
H  -2.17616  5.39047  4.36629  0.021
H  -3.06034  4.93574  2.90771  0.070
Cl  8.70286  -2.98211  -0.40986  0.546
C  7.89865  -1.62338  -1.23752  -0.654
C  7.91782  -0.36424  -0.40857  -0.634
Cl  6.88927  -0.52756  1.03965  0.601
H  6.88059  -1.93206  -1.46554  0.061
H  8.43350  -1.45397  -2.17057  0.075
H  7.52193  0.46587  -0.99105  0.076
H  8.92243  -0.11341  -0.07834  0.069
Cl  -4.89144  8.73827  -2.68811  0.538
C  -4.34529  8.14690  -1.09735  -0.664
C  -2.84400  8.08610  -0.99518  -0.655
Cl  -2.14925  6.82538  -2.04583  0.568
H  -4.79250  7.16910  -0.93490  0.067
H  -4.73189  8.83824  -0.35021  0.073
H  -2.55710  7.83804  0.02497  0.021
H  -2.38669  9.03393  -1.26804  0.070
Cl  4.59437  -6.47907  -5.27582  0.530
C  4.01390  -5.53690  -3.87590  -0.665
C  4.41098  -6.15600  -2.56305  -0.667
Cl  3.56684  -7.70038  -2.26138  0.532
H  2.93388  -5.44722  -3.96065  0.068
H  4.45553  -4.54491  -3.95423  0.071
H  4.14697  -5.48270  -1.75194  0.039
H  5.48032  -6.34773  -2.52127  0.071
Cl  -4.17894  1.09725  4.44406  0.554
C  -4.45773  1.78952  6.05837  -0.662
C  -3.94341  3.20234  6.12024  -0.642
Cl  -2.16632  3.24760  5.95651  0.584
H  -3.96208  1.15129  6.78578  0.069
H  -5.52911  1.77700  6.25286  0.076
H  -4.20138  3.66316  7.07228  0.076
H  -4.36042  3.80404  5.31562  0.065

Results
Energy above the lowest of the compared OMol25 structures with the same formula, charge and spin = 0.0 kcal/mol
HOMO-LUMO gap = 10.600 eV
Net charge = 0

Entry 3:
Formula: C24H46F9O3S
Source: the Open Molecules 2025 dataset
Level of theory: the ωB97M-V functional and the def2-TZVPD basis

Each line ends with the Löwdin charge.
Positions of all 83 atoms, in Å:
O  -1.73479  2.39603  -4.10054  -0.401
S  -0.56040  1.88256  -3.37707  0.426
O  0.67594  1.87620  -4.16480  -0.380
O  -0.36044  2.70312  -2.11839  -0.418
C  -1.00766  0.16603  -2.90315  -0.221
C  0.18754  -0.35438  -2.04013  -0.111
C  -0.03899  -1.72992  -1.39642  -0.387
F  -0.72861  -2.49450  -2.32947  0.073
F  1.12526  -2.42505  -1.18647  0.091
C  -0.90698  -1.76253  -0.08372  -0.313
F  -0.47445  -2.77852  0.72643  0.125
F  -2.19059  -2.09903  -0.40834  0.129
C  -0.97962  -0.45229  0.75839  -0.302
F  -1.73127  -0.76952  1.86691  0.116
F  -1.67706  0.53196  0.15996  0.165
C  0.39838  0.09653  1.31365  -0.490
F  1.46412  -0.64586  1.00628  0.169
F  0.33897  0.12100  2.67301  0.135
F  0.52882  1.37803  0.95295  0.165
H  -1.94741  0.17182  -2.32331  0.101
H  -1.05150  -0.41159  -3.84253  0.089
H  0.47386  0.46023  -1.34312  0.104
H  1.04889  -0.47125  -2.73757  0.142
C  -3.17034  -0.94619  -5.86892  -0.102
C  -3.78881  -1.61369  -4.64592  -0.261
C  -4.10442  -3.09461  -4.85534  -0.227
C  -5.13415  -3.39277  -5.94742  -0.234
C  -6.49318  -2.71913  -5.76109  -0.275
C  -7.21666  -3.15808  -4.49285  -0.117
H  -3.85242  -0.95449  -6.72233  0.063
H  -2.92981  0.09685  -5.64981  0.069
H  -2.24552  -1.45040  -6.16208  0.078
H  -4.68844  -1.06979  -4.34403  0.104
H  -3.08737  -1.52638  -3.81255  0.080
H  -4.44728  -3.51889  -3.90613  0.100
H  -3.17739  -3.62351  -5.10130  0.109
H  -5.28033  -4.47791  -5.99756  0.105
H  -4.72788  -3.10101  -6.92065  0.099
H  -7.12173  -2.96464  -6.62304  0.100
H  -6.38330  -1.63121  -5.76277  0.100
H  -7.37222  -4.23990  -4.48796  0.071
H  -8.19539  -2.67750  -4.42960  0.066
H  -6.65824  -2.88668  -3.59547  0.066
C  3.93920  -2.75224  0.77010  -0.103
C  3.88123  -3.20892  2.22364  -0.261
C  3.98637  -2.05874  3.22537  -0.224
C  5.29825  -1.27264  3.17851  -0.227
C  6.56288  -2.10354  3.39346  -0.273
C  6.62328  -2.76957  4.76377  -0.118
H  4.89445  -2.27881  0.53315  0.069
H  3.82021  -3.60621  0.10023  0.074
H  3.14243  -2.04419  0.55353  0.046
H  4.66361  -3.95112  2.40944  0.096
H  2.92944  -3.72318  2.38820  0.105
H  3.83581  -2.45623  4.23433  0.101
H  3.16049  -1.36153  3.05289  0.097
H  5.25686  -0.48668  3.94047  0.108
H  5.37771  -0.75375  2.21873  0.103
H  7.43066  -1.44531  3.28801  0.102
H  6.65833  -2.86293  2.61199  0.098
H  6.56880  -2.02462  5.56126  0.073
H  7.56188  -3.31632  4.87816  0.066
H  5.80830  -3.48225  4.90240  0.064
C  2.03315  3.30722  3.19076  -0.101
C  0.93385  3.69491  4.17278  -0.266
C  -0.34932  4.16583  3.48808  -0.224
C  -0.20681  5.42767  2.63488  -0.221
C  0.32301  6.65602  3.37433  -0.273
C  -0.58743  7.12071  4.50602  -0.119
H  2.35055  4.15681  2.58329  0.071
H  2.91051  2.94171  3.73018  0.069
H  1.69392  2.51486  2.52371  0.048
H  1.30522  4.46110  4.86036  0.095
H  0.69542  2.82288  4.79005  0.102
H  -1.11658  4.32728  4.25257  0.099
H  -0.72756  3.36035  2.85057  0.106
H  -1.18550  5.66654  2.20645  0.112
H  0.44775  5.21988  1.78412  0.107
H  0.42811  7.47321  2.65455  0.103
H  1.32607  6.46290  3.76656  0.096
H  -1.58565  7.35711  4.12994  0.073
H  -0.18219  8.02136  4.97309  0.064
H  -0.68383  6.36128  5.28435  0.063

Results
HOMO-LUMO gap = 7.782 eV
Net charge = -1

Maximum force list, top to bottom, in eV/A: 2.18; 1.09; 4.23